Entry 1:
{
  "formula": "C9H26BrN4O3",
  "method": "ωB97M-V with the def2-TZVPD basis set",
  "species": ["Br", "C", "C", "C", "O", "C", "N", "H", "H", "H", "H", "H", "H", "H", "H", "H", "H", "H", "C", "C", "C", "O", "C", "N", "H", "H", "H", "H", "H", "H", "H", "H", "H", "H", "H", "C", "O", "N", "N", "H", "H", "H", "H"],
  "coordinates": [[-4.95898, -1.25372, 0.49979], [0.56670, -2.13527, -2.95983], [0.47757, -0.64619, -3.35563], [1.44905, -0.20212, -4.44854], [1.07997, -0.85705, -5.69933], [1.68410, -0.14245, -6.86504], [-0.90578, -0.45007, -3.78556], [1.50367, -2.53211, -2.56906], [0.12799, -2.80965, -3.69525], [-0.11409, -2.24640, -2.11586], [0.75308, -0.16001, -2.41978], [2.47457, -0.39878, -4.13591], [1.30226, 0.87304, -4.55144], [1.00527, 0.58815, -7.30493], [1.58560, -0.77276, -7.74885], [2.67738, 0.24814, -6.64382], [-1.49339, -1.17776, -3.40441], [-0.72766, -0.72245, -4.74169], [1.13895, -2.25215, 3.19565], [1.54025, -0.75820, 3.46595], [2.84429, -0.41964, 2.72509], [3.77450, -1.59637, 2.51769], [4.49229, -1.85069, 3.71426], [0.40455, 0.03273, 3.14262], [0.15179, -2.57503, 3.52637], [1.88164, -2.92064, 3.63111], [1.24721, -2.46160, 2.13146], [1.86861, -0.51638, 4.47680], [3.31875, 0.39126, 3.27774], [2.68450, 0.05165, 1.75532], [5.04331, -1.04851, 4.20515], [5.26838, -2.61013, 3.61924], [3.71819, -2.14518, 4.42288], [-0.09799, -0.58660, 2.52295], [-0.16891, -0.19974, 3.94087], [-6.39237, 4.28944, 2.59330], [-7.51686, 3.76383, 2.84539], [-6.10173, 5.51330, 2.88679], [-5.41461, 3.72719, 2.04433], [-5.23769, 5.97582, 2.64263], [-6.88307, 6.07368, 3.19595], [-5.49850, 2.76919, 1.73561], [-4.55295, 4.15022, 1.73018]],
  "mulliken_charge": [-0.9906, -1.5447, 0.4796, -0.7022, -0.4132, -0.7912, -0.7665, 0.3538, 0.3627, 0.4268, 0.2868, 0.4120, 0.3837, 0.3008, 0.2850, 0.3058, 0.3096, 0.3100, -1.4657, 0.4493, -0.7694, -0.3473, -0.6941, -0.7754, 0.4462, 0.3343, 0.3919, 0.2433, 0.3205, 0.4315, 0.2949, 0.2474, 0.2597, 0.3511, 0.2803, 0.6374, -0.7006, -0.3860, -0.3461, 0.1690, 0.2239, 0.2335, 0.1622],
  "energy_ev": -91899.52187,
  "e_homo_ev": -3.525,
  "e_above_lowest_kcal_mol": 86.1,
  "homo_lumo_gap_ev": 5.953,
  "charge": -1
}

***

Entry 2:
{
  "formula": "C9H26F3O9V",
  "method": "ωB97M-V with the def2-TZVPD basis set",
  "species": ["O", "V", "O", "C", "O", "O", "C", "F", "F", "F", "C", "C", "H", "H", "H", "H", "H", "H", "C", "O", "H", "H", "H", "H", "C", "O", "H", "H", "H", "H", "C", "O", "H", "H", "H", "H", "C", "O", "H", "H", "H", "H", "C", "O", "H", "H", "H", "H"],
  "coordinates": [[-0.27145, 0.17090, 1.11412], [-0.13204, 0.65889, -0.41557], [0.72166, -0.41781, -1.28329], [-2.78421, -0.75706, -1.58933], [-2.11673, -1.44226, -0.46695], [-2.23595, 0.55049, -1.53094], [-2.53831, -1.60530, -2.91675], [-3.37756, -1.11814, -3.83164], [-1.24876, -1.46909, -3.39238], [-2.80922, -2.93603, -2.92477], [-2.84842, -2.54340, 0.10186], [-2.02867, -3.07269, 1.24172], [-1.76125, -2.16886, 1.78915], [-2.61899, -3.74877, 1.86020], [-1.13078, -3.58491, 0.89600], [-3.09517, -3.34777, -0.59111], [-3.80358, -2.21561, 0.51216], [-3.84977, -0.77063, -1.36020], [3.38547, 0.86900, 0.03260], [2.06903, 1.39008, 0.19493], [4.14920, 1.62488, 0.21555], [3.63659, 0.17559, 0.83523], [3.51727, 0.36197, -0.92325], [2.02413, 2.00936, 0.92710], [-1.70438, 2.97418, 1.32932], [-0.79366, 2.80788, 0.25132], [-2.39411, 3.76918, 1.04585], [-2.30296, 2.06872, 1.42893], [-1.26378, 3.21994, 2.29553], [-0.53359, 3.70673, 0.03677], [1.36450, 1.61611, -3.38621], [0.55403, 2.11483, -2.33647], [2.01116, 0.77227, -3.14564], [0.82284, 1.31728, -4.28366], [2.07127, 2.35903, -3.75585], [-0.17332, 2.58197, -2.75401], [1.54266, 1.57022, 3.39822], [1.67872, 2.73179, 2.50398], [1.98640, 0.67329, 2.96612], [1.87042, 1.78288, 4.41580], [0.49422, 1.33615, 3.58290], [1.33505, 3.52400, 2.92338], [1.77196, -2.83366, 0.78556], [2.83717, -3.54066, 0.40725], [1.97156, -1.77563, 0.95536], [0.96677, -2.84259, 0.05093], [1.49155, -3.21601, 1.76704], [3.54301, -3.33072, 1.02314]],
  "mulliken_charge": [-0.4826, 1.7806, -0.4754, -0.0479, -0.2299, -0.7910, 0.7866, -0.2834, -0.2369, -0.2765, -0.3679, -0.9934, 0.1645, 0.4292, 0.1789, 0.3215, 0.3128, 0.3303, -0.8830, -0.2015, 0.3467, 0.2849, 0.2669, 0.2290, -0.7449, -0.2596, 0.3758, 0.2096, 0.2066, 0.2494, -0.7680, -0.3859, 0.1753, 0.3397, 0.3247, 0.2788, -0.5426, -0.6099, 0.1561, 0.4208, 0.1953, 0.2823, 0.0171, -0.5448, -0.1567, -0.0558, 0.3588, 0.3153],
  "energy_ev": -62019.52625,
  "e_homo_ev": -8.830,
  "e_above_lowest_kcal_mol": 24.9,
  "homo_lumo_gap_ev": 8.669,
  "charge": 0
}

***

Entry 3:
{
  "formula": "C9H26IN2O3",
  "method": "ωB97M-V with the def2-TZVPD basis set",
  "species": ["I", "C", "C", "C", "O", "C", "N", "H", "H", "H", "H", "H", "H", "H", "H", "H", "H", "H", "C", "C", "C", "O", "C", "N", "H", "H", "H", "H", "H", "H", "H", "H", "H", "H", "H", "C", "O", "H", "H", "H", "H"],
  "coordinates": [[0.40011, 1.64972, -2.56235], [-4.47033, 0.43678, 3.32385], [-3.55278, 0.00820, 2.23869], [-3.84762, 0.79836, 0.94591], [-2.87272, 0.45928, -0.07685], [-3.21125, 1.04445, -1.37981], [-2.19293, 0.24035, 2.70778], [-5.47300, 0.03225, 3.18565], [-4.59033, 1.51622, 3.41602], [-4.12192, 0.01196, 4.26525], [-3.67988, -1.06284, 2.08111], [-3.82126, 1.87721, 1.09919], [-4.83550, 0.55030, 0.55776], [-4.12748, 0.65289, -1.82174], [-2.38701, 0.72639, -2.01822], [-3.18324, 2.13203, -1.31295], [-2.13669, 1.24673, 2.77206], [-2.29092, -0.06424, 3.66576], [4.12186, -3.84849, 1.33648], [3.17317, -2.75800, 0.79901], [3.16466, -2.68966, -0.72593], [2.62435, -1.47682, -1.26975], [2.94961, -1.27596, -2.58413], [1.79563, -3.00218, 1.35412], [4.06516, -3.92988, 2.42195], [5.12651, -3.67356, 0.95154], [3.82200, -4.80879, 0.91693], [3.49128, -1.79003, 1.18623], [2.60109, -3.50850, -1.17314], [4.18151, -2.81956, -1.09639], [2.42677, -0.42197, -3.01477], [2.75730, -2.10197, -3.26885], [4.02811, -1.15829, -2.68941], [1.56333, -3.95071, 1.09639], [1.96666, -3.13048, 2.34123], [1.17057, 5.94700, -3.15636], [1.16260, 5.23178, -1.98247], [0.22801, 5.85052, -3.69521], [1.18857, 7.02245, -2.97971], [2.06177, 5.64263, -3.70519], [0.72404, 4.39431, -2.14956]],
  "lowdin_spin": [0.0084, 0.0282, 0.0098, 0.0038, 0.0014, 0.0009, 0.0036, 0.0064, 0.0038, 0.0072, 0.0041, 0.0008, 0.0019, 0.0003, 0.0001, 0.0001, 0.0014, 0.0060, 0.3986, 0.0367, 0.0388, 0.0096, 0.0048, 0.0271, 0.1034, 0.0764, 0.0913, 0.0089, 0.0166, 0.0208, 0.0004, 0.0016, 0.0028, 0.0343, 0.0390, 0.0004, 0.0002, 0.0000, 0.0000, 0.0000, 0.0000],
  "energy_ev": -26974.83566,
  "s2": 0.75,
  "spin_multiplicity": 2,
  "e_homo_ev": [3.211, -1.850],
  "homo_lumo_gap_ev": [1.346, 6.273],
  "charge": -2
}

***

Entry 4:
{
  "formula": "C9H26N2O7Pr",
  "method": "ωB97M-V with the def2-TZVPD basis set",
  "species": ["O", "H", "Pr", "N", "N", "O", "O", "C", "C", "C", "C", "H", "H", "H", "H", "H", "H", "H", "H", "O", "H", "H", "C", "H", "H", "H", "O", "H", "H", "C", "O", "C", "C", "O", "C", "H", "H", "H", "H", "H", "H", "H", "H", "H", "H"],
  "coordinates": [[0.06544, 3.26289, 1.05431], [0.43276, 4.12550, 1.35473], [0.32339, 0.66406, 0.12999], [-0.82269, -0.28497, -1.84482], [1.43762, -1.39746, -0.92450], [-2.08821, 0.15274, -2.35628], [2.74146, -1.93856, -0.69467], [-0.23614, -1.21850, -2.62129], [1.01275, -1.77901, -2.14709], [-0.84096, -1.62028, -3.91668], [1.84920, -2.68207, -2.96573], [-1.62598, -0.91979, -4.17688], [-1.27221, -2.62526, -3.88690], [-0.09067, -1.63707, -4.70947], [2.58237, -3.19010, -2.34805], [2.37541, -2.12549, -3.74739], [1.24540, -3.42582, -3.48496], [-2.37807, 0.92881, -1.83688], [3.03611, -1.66136, 0.19587], [-0.73921, -1.99083, 0.82370], [-1.59662, -2.47013, 0.67429], [-0.11634, -2.46916, 0.25150], [1.96689, 2.06789, -0.81824], [1.76265, 3.12883, -0.71263], [1.96801, 1.80181, -1.89657], [2.93407, 1.85154, -0.32640], [-2.12709, 2.93751, -0.85465], [-2.03240, 3.57532, -0.11872], [-1.47522, 3.23691, -1.50191], [1.52128, -1.27255, 2.94216], [0.87971, -0.06720, 2.43077], [0.08770, 0.64532, 3.44780], [-0.79074, 1.71059, 2.79910], [-1.48582, 1.18430, 1.67396], [-2.81572, 0.66072, 1.80289], [2.38645, -1.49754, 2.30042], [0.81071, -2.11402, 2.92919], [1.84198, -1.10389, 3.98126], [-0.56612, -0.10537, 3.96478], [0.78787, 1.10815, 4.17500], [-1.43211, 2.27173, 3.49992], [-0.19986, 2.68866, 1.99676], [-3.12038, 0.43848, 0.77538], [-2.72845, -0.24481, 2.40251], [-3.46820, 1.39950, 2.28443]],
  "lowdin_spin": [-0.0015, -0.0001, 2.0320, -0.0038, -0.0016, -0.0006, -0.0001, 0.0020, 0.0013, 0.0004, 0.0002, 0.0000, 0.0001, 0.0001, 0.0000, 0.0001, 0.0000, 0.0000, 0.0000, -0.0001, 0.0000, 0.0001, -0.0187, -0.0008, -0.0011, -0.0013, -0.0003, 0.0000, 0.0000, -0.0001, -0.0033, 0.0000, -0.0002, -0.0027, 0.0000, 0.0000, 0.0000, 0.0000, 0.0000, 0.0000, 0.0002, -0.0001, 0.0001, 0.0000, -0.0001],
  "energy_ev": -41124.98852,
  "s2": 2.00,
  "spin_multiplicity": 3,
  "e_homo_ev": [-9.672, -9.674],
  "e_above_lowest_kcal_mol": 27.4,
  "homo_lumo_gap_ev": [4.892, 4.890],
  "charge": 1
}

***

What did the third record say?
{
  "formula": "C9H26IN2O3",
  "method": "ωB97M-V with the def2-TZVPD basis set",
  "species": ["I", "C", "C", "C", "O", "C", "N", "H", "H", "H", "H", "H", "H", "H", "H", "H", "H", "H", "C", "C", "C", "O", "C", "N", "H", "H", "H", "H", "H", "H", "H", "H", "H", "H", "H", "C", "O", "H", "H", "H", "H"],
  "coordinates": [[0.40011, 1.64972, -2.56235], [-4.47033, 0.43678, 3.32385], [-3.55278, 0.00820, 2.23869], [-3.84762, 0.79836, 0.94591], [-2.87272, 0.45928, -0.07685], [-3.21125, 1.04445, -1.37981], [-2.19293, 0.24035, 2.70778], [-5.47300, 0.03225, 3.18565], [-4.59033, 1.51622, 3.41602], [-4.12192, 0.01196, 4.26525], [-3.67988, -1.06284, 2.08111], [-3.82126, 1.87721, 1.09919], [-4.83550, 0.55030, 0.55776], [-4.12748, 0.65289, -1.82174], [-2.38701, 0.72639, -2.01822], [-3.18324, 2.13203, -1.31295], [-2.13669, 1.24673, 2.77206], [-2.29092, -0.06424, 3.66576], [4.12186, -3.84849, 1.33648], [3.17317, -2.75800, 0.79901], [3.16466, -2.68966, -0.72593], [2.62435, -1.47682, -1.26975], [2.94961, -1.27596, -2.58413], [1.79563, -3.00218, 1.35412], [4.06516, -3.92988, 2.42195], [5.12651, -3.67356, 0.95154], [3.82200, -4.80879, 0.91693], [3.49128, -1.79003, 1.18623], [2.60109, -3.50850, -1.17314], [4.18151, -2.81956, -1.09639], [2.42677, -0.42197, -3.01477], [2.75730, -2.10197, -3.26885], [4.02811, -1.15829, -2.68941], [1.56333, -3.95071, 1.09639], [1.96666, -3.13048, 2.34123], [1.17057, 5.94700, -3.15636], [1.16260, 5.23178, -1.98247], [0.22801, 5.85052, -3.69521], [1.18857, 7.02245, -2.97971], [2.06177, 5.64263, -3.70519], [0.72404, 4.39431, -2.14956]],
  "lowdin_spin": [0.0084, 0.0282, 0.0098, 0.0038, 0.0014, 0.0009, 0.0036, 0.0064, 0.0038, 0.0072, 0.0041, 0.0008, 0.0019, 0.0003, 0.0001, 0.0001, 0.0014, 0.0060, 0.3986, 0.0367, 0.0388, 0.0096, 0.0048, 0.0271, 0.1034, 0.0764, 0.0913, 0.0089, 0.0166, 0.0208, 0.0004, 0.0016, 0.0028, 0.0343, 0.0390, 0.0004, 0.0002, 0.0000, 0.0000, 0.0000, 0.0000],
  "energy_ev": -26974.83566,
  "s2": 0.75,
  "spin_multiplicity": 2,
  "e_homo_ev": [3.211, -1.850],
  "homo_lumo_gap_ev": [1.346, 6.273],
  "charge": -2
}